Below is the molecule C7H15OPS at a distorted geometry, with properties calculated with ωB97M-V with the def2-TZVPD basis set.

Structure (XYZ):
```
25
Properties=species:S:1:pos:R:3:mulliken_charge:R:1
C 2.669 -1.813 1.151 -1.220
P 1.769 -0.449 0.623 1.076
S 2.264 1.731 0.487 -0.364
C 0.949 -0.748 -0.997 -0.946
C -0.137 0.332 -1.233 -1.157
C -1.246 0.361 -0.137 2.046
C -1.837 -1.040 0.119 -1.287
C -2.154 1.429 -0.600 -1.769
C -0.530 0.721 1.230 -1.175
O 0.495 -0.300 1.583 -0.448
H 3.304 -1.654 2.004 0.316
H 3.351 -1.834 0.339 0.293
H 3.530 1.309 0.243 0.170
H 0.494 -1.689 -0.935 0.496
H 1.757 -0.776 -1.836 0.398
H 0.451 1.242 -1.363 0.331
H -0.637 -0.044 -2.157 0.460
H -2.432 -1.176 1.057 0.366
H -0.906 -1.668 0.108 0.298
H -2.535 -1.346 -0.811 0.269
H -3.127 1.524 0.048 0.335
H -2.416 1.202 -1.659 0.388
H -1.739 2.468 -0.594 0.374
H -0.099 1.738 1.273 0.349
H -1.240 0.480 2.057 0.399
```

Values from the calculation:
electronic energy: -29672.208 eV
F_max: 3.42 eV/Å
frontier orbital gap: 8.78 eV
LUMO energy: 0.5 eV
E_HOMO: -8.3 eV


Below is C21H37Cl2CuN7P as an isolated structure at a distorted geometry, with properties calculated with ωB97M-V with the def2-TZVPD basis set.

Structure (XYZ):
```
69
Properties=species:S:1:pos:R:3:mulliken_charge:R:1
Cu 0.011 0.355 0.682 -1.379
Cl -2.406 -0.510 -1.390 -0.049
C -1.399 -1.879 -1.878 -0.435
Cl 0.237 -1.780 -1.184 -0.046
H -1.310 -1.870 -2.957 0.367
H -1.860 -2.793 -1.526 0.345
N 3.153 0.621 -0.402 -0.272
C 3.044 0.083 0.815 0.585
N 4.139 -0.050 1.551 -0.812
C 3.964 -0.591 2.755 0.360
N 5.027 -0.725 3.548 -0.332
N 2.780 -1.029 3.243 -0.730
C 1.758 -0.846 2.448 -0.141
N 1.814 -0.292 1.230 0.214
C 0.405 -1.251 2.904 1.010
C 0.194 -1.861 4.129 -0.578
C -1.100 -2.210 4.480 -0.596
C -2.133 -1.950 3.593 -0.782
C -1.840 -1.326 2.391 -0.041
N -0.601 -0.975 2.058 0.622
H 4.059 0.900 -0.732 0.270
H 2.342 0.735 -0.985 0.118
H 5.931 -0.422 3.232 0.250
H 4.915 -1.151 4.449 0.242
H 1.041 -2.046 4.773 0.544
H -1.299 -2.678 5.434 0.454
H -3.154 -2.221 3.823 0.459
H -2.613 -1.093 1.670 0.404
C 1.772 4.312 1.159 -1.901
C 0.599 4.026 2.109 2.379
C 1.034 2.879 3.037 -1.903
C 0.285 5.274 2.932 -1.909
P -0.840 3.430 0.990 0.403
N -0.553 2.033 0.313 0.705
C -2.418 3.260 2.048 1.845
C -3.403 2.343 1.306 -1.666
C -3.068 4.600 2.387 -1.874
C -2.027 2.547 3.348 -1.654
C -1.113 4.679 -0.420 1.940
C -1.125 6.146 0.008 -1.947
C -2.456 4.314 -1.066 -1.841
C -0.035 4.437 -1.490 -1.713
H 2.682 4.467 1.743 0.630
H 1.607 5.210 0.569 0.284
H 1.941 3.466 0.489 0.390
H 2.098 2.979 3.267 0.579
H 0.889 1.917 2.550 0.350
H 0.495 2.874 3.981 0.292
H 1.199 5.608 3.429 0.512
H -0.452 5.073 3.709 0.305
H -0.076 6.095 2.314 0.301
H -3.948 2.859 0.520 0.290
H -4.139 1.958 2.017 0.506
H -2.879 1.496 0.862 0.155
H -3.480 5.093 1.509 0.282
H -2.371 5.281 2.876 0.302
H -3.896 4.422 3.078 0.523
H -1.474 1.628 3.144 0.080
H -2.937 2.279 3.890 0.700
H -1.436 3.184 4.002 0.172
H -1.851 6.339 0.798 0.293
H -1.402 6.762 -0.852 0.529
H -0.144 6.482 0.342 0.300
H -3.307 4.582 -0.444 0.242
H -2.492 3.248 -1.297 0.289
H -2.555 4.865 -2.004 0.650
H 0.909 4.925 -1.262 0.322
H -0.386 4.838 -2.443 0.520
H 0.137 3.367 -1.618 0.286
```

Values from the calculation:
electronic energy: -111778.765 eV
F_max: 1.06 eV/Å
multiplicity: 2
frontier orbital gap (alpha / beta): 7.93 / 7.33 eV
LUMO energy (alpha / beta): -3.1 / -3.4 eV
total charge: +1
E_HOMO (alpha / beta): -11.0 / -10.7 eV
expectation value of S²: 0.760


Below is the molecule C8H12N2O at a distorted geometry, with properties calculated with ωB97M-V with the def2-TZVPD basis set.

Structure (XYZ):
```
23
Properties=species:S:1:pos:R:3:mulliken_charge:R:1
C 3.002 0.045 0.373 -0.615
C 2.230 -0.495 -0.594 -0.330
C 0.837 -0.028 -0.844 -0.417
N -0.151 -0.419 0.300 0.887
O 0.275 0.222 1.497 -0.771
C -0.251 -1.880 0.549 -0.502
C -1.708 -2.042 0.276 0.025
N -2.324 -1.041 -0.128 -0.565
C -1.485 0.029 -0.042 0.040
C -1.946 1.273 -0.136 -0.129
C -1.218 2.570 -0.133 -1.606
H 3.909 -0.654 0.435 0.194
H 2.856 0.874 1.051 0.316
H 2.637 -1.376 -1.230 0.255
H 0.373 -0.540 -1.813 0.285
H 0.864 1.085 -0.842 0.298
H 0.135 -2.043 1.642 0.288
H 0.355 -2.500 -0.164 0.245
H -2.228 -3.066 0.488 0.320
H -2.978 1.291 -0.308 0.527
H -1.905 3.288 0.186 0.446
H -0.877 2.786 -1.063 0.383
H -0.400 2.622 0.500 0.426
```

Values from the calculation:
electronic energy: -13512.725 eV
F_max: 4.81 eV/Å
frontier orbital gap: 9.19 eV
LUMO energy: 0.8 eV
E_HOMO: -8.4 eV


Below is C33H34N2O6PtTe as an isolated structure, with properties calculated with ωB97M-V with the def2-TZVPD basis set.

Structure (XYZ):
```
77
Properties=species:S:1:pos:R:3:mulliken_charge:R:1
Pt 0.162 -2.058 -0.746 2.042
O 1.553 -1.606 3.492 -0.583
C 1.253 -1.951 2.220 -0.110
O 0.321 -1.324 1.605 -0.524
C 1.942 -3.003 1.616 0.495
C 2.940 -3.801 2.238 -1.144
C 3.493 -4.839 1.548 -0.331
C 3.060 -5.124 0.233 -0.813
C 2.100 -4.318 -0.321 0.610
N 1.567 -3.275 0.323 0.035
C 1.506 -4.560 -1.686 0.328
O 1.946 -5.413 -2.420 -0.686
O 0.507 -3.768 -1.973 -0.703
H 0.942 -0.899 3.749 0.185
H 3.228 -3.570 3.252 0.491
H 4.249 -5.456 2.014 0.436
H 3.445 -5.946 -0.350 0.551
C 4.195 3.121 -0.983 -1.588
C 3.262 2.111 -1.596 0.380
C 1.992 2.476 -2.024 -0.749
C 1.116 1.555 -2.587 0.542
C -0.244 1.983 -3.069 -1.304
C 1.537 0.235 -2.751 1.142
C 2.822 -0.150 -2.365 1.392
C 3.337 -1.539 -2.629 -1.685
C 3.657 0.792 -1.774 -0.985
C 0.625 -0.710 -3.495 -0.670
O 0.602 -0.681 -4.704 -0.667
O -0.183 -1.451 -2.793 -0.638
H 3.807 4.133 -1.097 0.362
H 5.178 3.082 -1.453 0.397
H 4.338 2.935 0.083 0.295
H 1.681 3.511 -1.940 0.455
H -0.450 3.018 -2.795 0.385
H -1.029 1.348 -2.650 0.069
H -0.307 1.885 -4.154 0.491
H 2.922 -1.951 -3.549 0.353
H 3.080 -2.220 -1.817 0.188
H 4.423 -1.533 -2.711 0.544
H 4.660 0.495 -1.487 0.476
C -3.514 -1.198 0.694 -1.298
C -2.779 -1.145 -0.638 2.087
C -3.465 -0.191 -1.623 -1.562
C -2.762 -2.545 -1.248 -2.337
N -1.369 -0.713 -0.462 -0.597
H -4.481 -1.686 0.568 0.652
H -3.696 -0.196 1.080 0.061
H -2.930 -1.764 1.422 0.251
H -4.545 -0.341 -1.598 0.422
H -3.108 -0.387 -2.633 0.408
H -3.257 0.853 -1.389 0.188
H -3.790 -2.831 -1.475 0.497
H -2.353 -3.279 -0.549 0.410
H -2.182 -2.568 -2.170 0.466
Te -0.608 0.768 0.622 0.701
C -1.835 2.487 0.310 0.845
C -3.200 2.570 0.564 -0.223
C -3.859 3.777 0.399 -0.765
C -3.156 4.908 0.001 -0.589
C -1.791 4.835 -0.215 -0.645
C -1.130 3.621 -0.065 -0.530
C -1.018 0.907 2.711 0.710
C -2.078 0.410 3.453 0.012
C -2.119 0.639 4.823 -0.690
C -1.112 1.357 5.450 -0.614
C -0.052 1.853 4.706 -0.644
C -0.002 1.625 3.337 -0.475
H -3.760 1.710 0.900 0.286
H -4.923 3.836 0.583 0.446
H -3.677 5.846 -0.137 0.400
H -1.236 5.717 -0.503 0.449
H -0.065 3.566 -0.242 0.418
H -2.865 -0.165 2.996 0.187
H -2.945 0.247 5.401 0.445
H -1.150 1.526 6.518 0.390
H 0.739 2.412 5.186 0.454
H 0.839 2.007 2.767 0.321
```

Values from the calculation:
electronic energy: -60573.122 eV
F_max: 0.89 eV/Å
multiplicity: 5
frontier orbital gap (alpha / beta): 5.94 / 5.73 eV
LUMO energy (alpha / beta): -0.3 / -2.6 eV
E_HOMO (alpha / beta): -6.2 / -8.3 eV
expectation value of S²: 6.030


Q: The lowest F_max belongs to which entry?
A: C33H34N2O6PtTe